{
  "formula": "C4H9NO",
  "method": "wB97M-V/def2-TZVPD",
  "e_above_lowest_kcal_mol": 45.6,
  "max_force_ev_per_a": 0.731,
  "e_homo_ev": -8.72,
  "gap_ev": 9.7,
  "charge": 0,
  "smiles": "C=CC(=C)N.O",
  "species": ["N", "C", "C", "C", "C", "H", "H", "H", "H", "H", "H", "H", "H", "H", "O"],
  "xyz": [[-0.154, -1.110, -0.677], [0.182, 0.135, -0.138], [1.165, 0.275, 0.754], [-0.220, 2.251, -1.347], [-0.659, 1.281, -0.557], [0.610, -1.681, -0.997], [-0.958, -1.162, -1.288], [1.451, 1.220, 1.186], [1.757, -0.597, 0.999], [-0.898, 3.005, -1.717], [0.826, 2.337, -1.631], [-1.713, 1.288, -0.295], [-0.502, -1.978, 1.248], [-0.269, -2.497, 2.659], [-0.618, -2.768, 1.800]]
}